{
  "formula": "C9H14N4S2",
  "method": "ωB97M-V/def2-TZVPD",
  "largest_force_ev_per_a": 4.30,
  "charge": 2,
  "gap_ev": [6.16, 6.84],
  "homo_energy_ev": [-13.8, -14.4],
  "total_energy_ev": -37172.77163,
  "symbols": ["C", "C", "C", "C", "C", "C", "C", "C", "C", "N", "N", "N", "N", "S", "S", "H", "H", "H", "H", "H", "H", "H", "H", "H", "H", "H", "H", "H", "H"],
  "positions_angstrom": [[-3.09510, -1.16009, -0.34301], [-4.71797, 0.52946, 0.11256], [-2.47027, 0.02079, -0.06032], [-0.56087, 1.53949, 0.06386], [0.73211, 1.89927, -0.21513], [2.67304, -1.83351, -0.14489], [-1.06000, 0.26823, -0.04248], [1.89897, -0.74282, 0.38927], [1.10887, 3.25361, -0.62786], [-3.49919, 0.94241, 0.27163], [3.16234, -1.63113, -1.35631], [2.90302, -2.93793, 0.52700], [1.21862, -0.90813, 1.60595], [-4.83153, -1.07219, -0.34497], [2.15439, 0.85979, -0.32471], [-2.92095, -2.20234, -0.57791], [-5.64460, 0.95536, 0.55017], [-1.40846, 2.20304, -0.14378], [-0.39071, -0.51408, 0.10254], [1.16842, 3.80717, 0.24516], [0.43009, 3.70243, -1.27089], [2.23901, 3.27462, -0.99124], [2.72546, -0.89098, -1.89104], [3.54187, -2.51464, -1.71021], [2.46185, -3.15111, 1.41543], [3.27578, -3.81311, 0.09943], [1.23172, -1.70452, 2.11917], [-3.25259, 1.95838, 0.43543], [0.92668, -0.13745, 2.10715]],
  "forces_ev_per_angstrom": [[-1.7, -1.3, -0.5], [-2.6, -0.7, 1.1], [-1.1, -1.1, 0.2], [-1.5, -0.4, -1.7], [0.7, -1.0, -0.1], [-1.1, 2.1, 0.2], [-0.7, 0.8, 1.2], [-0.5, 0.3, 2.0], [4.0, -1.0, -0.2], [2.5, 2.3, -0.5], [0.4, -1.8, 0.1], [0.2, -2.4, 0.4], [1.1, 1.4, -3.9], [0.9, 0.7, 0.3], [-0.7, -0.6, 0.4], [1.6, 0.4, -0.1], [1.0, 0.6, -0.8], [1.1, 1.1, 0.4], [0.4, -1.6, -0.3], [0.0, 1.6, 1.8], [-1.1, 0.7, -1.5], [-2.5, 0.1, 0.2], [0.4, -0.4, -0.5], [0.1, 1.2, -1.0], [0.3, 0.4, -0.2], [-0.3, 1.3, 0.2], [0.2, -2.9, 1.5], [-0.7, -1.6, 0.1], [-0.5, 2.0, 1.0]]
}

***

{
  "formula": "C9H14N6S",
  "method": "ωB97M-V/def2-TZVPD",
  "largest_force_ev_per_a": 4.81,
  "charge": 0,
  "gap_ev": 9.44,
  "homo_energy_ev": -9.0,
  "total_energy_ev": -29330.19375,
  "symbols": ["C", "C", "C", "C", "C", "C", "C", "C", "C", "H", "H", "H", "H", "H", "H", "H", "H", "H", "H", "H", "H", "H", "H", "N", "N", "N", "N", "N", "N", "S"],
  "positions_angstrom": [[4.71108, -0.28710, -0.39215], [3.67718, -1.17266, 0.28674], [2.59951, -0.32376, 1.06223], [0.83202, 0.15382, -0.62582], [0.19284, -1.14079, -0.90281], [-2.18228, -0.66014, 0.07189], [-4.01408, -0.00898, -0.88753], [-3.79135, 0.81579, 0.14574], [-1.73415, 1.31799, 1.67020], [4.35400, 0.44984, -1.14088], [5.28404, -0.00801, 0.64384], [5.34838, -1.04459, -0.76190], [4.04507, -1.65336, 1.12422], [3.13883, -2.04945, -0.23573], [2.73408, 0.45126, 1.74626], [1.84369, -1.02362, 1.42212], [0.95455, -1.89743, -1.15808], [-0.54558, -1.08510, -1.68192], [-4.73147, -0.13465, -1.67055], [-4.44639, 1.71748, 0.10693], [-0.57114, 0.73276, 1.88018], [-1.69242, 2.63456, 1.22929], [-2.37564, 1.33880, 2.79322], [1.87791, 0.50883, 0.11491], [2.09091, 1.80447, 0.02488], [1.19738, 2.25700, -0.75374], [0.47070, 1.31117, -1.27136], [-3.04569, -1.04216, -0.84646], [-2.57577, 0.44516, 0.71808], [-0.94954, -1.72404, 0.45174]],
  "forces_ev_per_angstrom": [[0.6, -0.9, 3.3], [-3.2, 1.0, 0.3], [-1.5, -1.4, -3.0], [-0.3, 2.7, -2.2], [0.3, -1.0, 0.7], [-2.3, -0.6, -1.1], [1.8, -3.5, 0.0], [-0.8, 1.9, -1.2], [-0.2, 0.9, 1.7], [0.5, -0.3, 0.9], [-1.0, 0.8, -3.0], [1.2, -0.2, -1.3], [1.8, -1.4, 1.4], [0.7, 1.8, 0.0], [1.9, 0.4, 2.0], [0.1, 0.1, 0.4], [-0.5, 0.0, 0.3], [0.3, 0.4, -0.8], [-0.6, 0.6, 0.1], [1.4, -0.3, 1.5], [-3.9, 2.1, -0.9], [0.1, -4.6, 1.3], [2.1, 0.0, -3.4], [-1.0, -2.0, -0.1], [0.6, 0.4, 1.2], [0.5, 1.7, -1.2], [-1.4, -2.3, 0.9], [-0.5, 1.5, -0.6], [0.5, 3.1, 1.8], [2.8, -0.9, 0.8]]
}

***

{
  "formula": "C9H14NO",
  "method": "ωB97M-V/def2-TZVPD",
  "largest_force_ev_per_a": 4.81,
  "charge": 1,
  "gap_ev": 10.62,
  "homo_energy_ev": -13.5,
  "total_energy_ev": -13088.87770,
  "symbols": ["C", "N", "C", "C", "O", "C", "C", "C", "C", "C", "C", "H", "H", "H", "H", "H", "H", "H", "H", "H", "H", "H", "H", "H", "H"],
  "positions_angstrom": [[-0.26913, 1.27506, 1.67514], [-0.56727, 0.88500, 0.37145], [-2.02309, 0.50060, 0.34413], [-0.16746, 1.99013, -0.63155], [1.19371, 2.11830, -0.73413], [0.20221, -0.31650, -0.13725], [1.14224, -0.97471, 0.68131], [1.63857, -2.19886, 0.30574], [1.22046, -2.85736, -0.84492], [0.26378, -2.17178, -1.60570], [-0.29268, -1.00370, -1.20886], [-0.84372, 2.10733, 2.08675], [-0.58659, 0.57735, 2.40289], [0.67668, 1.63995, 1.75580], [-2.58703, 1.41813, 0.42734], [-2.39378, -0.04913, -0.51422], [-2.17156, -0.27516, 1.02276], [-0.54224, 1.82689, -1.65948], [-0.71603, 2.83773, -0.24748], [1.64582, 2.14624, 0.14339], [1.63463, -0.32424, 1.41379], [2.67826, -2.52130, 0.68586], [1.72882, -3.69273, -1.23188], [0.05995, -2.52308, -2.60527], [-0.92455, -0.41419, -1.89565]],
  "forces_ev_per_angstrom": [[-1.7, 1.4, 2.6], [-0.3, -2.0, -4.4], [-0.2, 1.0, -1.7], [-0.8, 0.6, -0.3], [0.4, -0.2, 1.1], [-0.2, -2.3, 2.9], [-0.1, 2.4, -0.4], [3.2, -1.0, -0.1], [-1.2, 2.4, 0.3], [0.9, -1.9, -0.8], [-0.5, 2.4, -1.4], [-0.6, 0.5, -1.1], [0.6, -1.5, 0.5], [3.0, 0.3, 0.6], [-0.4, 0.0, 0.6], [0.7, 0.7, -0.8], [-0.2, -0.6, 2.2], [0.0, -0.6, 0.7], [0.2, 0.7, 0.2], [-0.5, 0.3, -1.0], [-0.1, -0.9, 0.2], [-2.1, 0.3, 0.1], [0.4, -1.0, -0.2], [-0.4, -0.2, 0.0], [0.1, -0.9, 0.2]]
}

***

{
  "formula": "C9H14NO2",
  "method": "ωB97M-V/def2-TZVPD",
  "largest_force_ev_per_a": 1.76,
  "charge": 1,
  "gap_ev": 7.79,
  "homo_energy_ev": -14.1,
  "total_energy_ev": -15135.22335,
  "symbols": ["C", "C", "C", "C", "C", "C", "C", "C", "C", "N", "O", "O", "H", "H", "H", "H", "H", "H", "H", "H", "H", "H", "H", "H", "H", "H"],
  "positions_angstrom": [[-0.12705, 0.02247, -2.53311], [-0.21311, 0.74118, -1.46885], [3.60259, -0.46636, -0.69685], [0.67506, -2.19654, -2.80997], [-0.76066, -1.49306, 1.70831], [-1.45879, 2.01759, 1.84834], [-0.30985, 1.52525, -0.32556], [-0.11148, -0.11862, 1.61269], [-1.02778, 0.90142, 0.90246], [0.76429, -0.95474, -2.88859], [4.05838, -1.40094, -1.16565], [3.09026, 0.45984, -0.25325], [-0.75530, 0.34805, -3.36962], [-0.18272, -2.74669, -2.42430], [1.52046, -2.77162, -3.16412], [-0.07990, -2.19585, 2.18046], [-1.02446, -1.87600, 0.72353], [-1.66624, -1.44680, 2.30899], [-2.18798, 2.67391, 1.37981], [-1.92823, 1.58119, 2.72617], [-0.60833, 2.61329, 2.17051], [0.64712, 1.99818, -0.06316], [-0.94574, 2.37190, -0.64886], [0.84263, -0.20264, 1.09324], [0.10350, 0.23541, 2.62080], [-1.91664, 0.38020, 0.53659]],
  "forces_ev_per_angstrom": [[-0.5, 0.0, -0.4], [0.2, -0.4, -0.2], [-0.2, -0.1, -0.2], [-0.3, -0.8, 0.2], [0.1, 0.1, 0.1], [-0.1, -0.2, -0.2], [-0.2, 0.1, 0.9], [-0.2, -0.1, -0.1], [0.2, 0.0, 0.2], [1.0, 0.6, 0.0], [0.8, -1.4, -0.6], [-0.7, 1.4, 0.7], [-0.2, 0.3, 0.2], [-0.1, 0.1, 0.1], [0.1, -0.1, -0.1], [0.0, -0.1, 0.0], [0.0, -0.1, -0.1], [-0.1, 0.0, 0.0], [-0.1, 0.1, 0.0], [0.0, 0.0, 0.1], [0.1, 0.1, 0.1], [0.0, 0.0, -0.2], [0.0, 0.2, -0.4], [0.1, 0.0, 0.0], [0.1, 0.1, 0.0], [0.0, 0.1, -0.1]]
}

***

{
  "formula": "C9H14NO2P",
  "method": "ωB97M-V/def2-TZVPD",
  "largest_force_ev_per_a": 2.87,
  "charge": 0,
  "gap_ev": [6.02, 6.65],
  "homo_energy_ev": [-7.0, -7.4],
  "total_energy_ev": -24430.56627,
  "symbols": ["C", "C", "C", "C", "C", "C", "C", "C", "C", "N", "O", "O", "P", "H", "H", "H", "H", "H", "H", "H", "H", "H", "H", "H", "H", "H", "H"],
  "positions_angstrom": [[2.29348, -1.50737, 1.92238], [3.01629, -2.68442, 1.71876], [1.10957, -1.39221, 1.17130], [4.20326, -3.17591, 2.19638], [-2.06305, 1.74306, -1.65380], [-1.27106, 2.48831, -0.50723], [-1.38902, 0.35882, -1.67689], [-1.44382, 1.80239, 0.82293], [-1.54084, -0.32549, -0.29861], [-0.81638, 0.50412, 0.72276], [0.40763, -2.20087, 0.56909], [4.69951, -4.38805, 1.77629], [0.58864, 0.32434, 1.58585], [2.71206, -0.55737, 2.29983], [2.53469, -3.43549, 1.05063], [-3.12692, 1.50035, -1.31650], [-1.87083, 2.26507, -2.61255], [-0.24217, 2.38805, -0.75227], [-1.60211, 3.52375, -0.62725], [-1.74713, -0.27712, -2.43492], [-0.39697, 0.26285, -1.95490], [-0.99830, 2.33627, 1.62591], [-2.53170, 1.65160, 1.04478], [-2.60871, -0.33278, -0.06285], [-1.07236, -1.23664, -0.07189], [4.84343, -2.65198, 2.86422], [4.10763, -4.72554, 1.06496]],
  "forces_ev_per_angstrom": [[0.7, 0.6, -0.8], [1.4, -2.5, 0.1], [-1.2, 2.2, 1.3], [-1.2, -0.1, -1.2], [1.4, -1.3, 1.4], [-2.0, 0.4, -1.6], [-1.4, -0.8, 1.1], [-1.4, 0.0, -0.3], [0.4, 1.7, 0.4], [-0.5, 0.4, 0.3], [0.5, -1.0, -0.4], [-0.6, 0.6, -0.2], [-0.6, -1.0, -1.0], [-0.1, -0.8, 0.2], [-0.1, 0.8, 0.4], [1.1, 1.1, -0.9], [-0.9, -0.2, 0.5], [1.1, 0.4, -0.4], [0.3, 0.1, 0.9], [-1.5, -1.0, -0.9], [2.6, 1.0, -0.2], [0.3, 0.7, 0.7], [0.7, 0.2, 0.0], [0.1, -0.1, 0.4], [0.1, -1.8, -1.1], [0.5, 0.1, 0.5], [0.5, 0.3, 0.7]]
}

***

{
  "formula": "C9H14NO3S",
  "method": "ωB97M-V/def2-TZVPD",
  "largest_force_ev_per_a": 5.24,
  "charge": 1,
  "gap_ev": 8.70,
  "homo_energy_ev": -12.5,
  "total_energy_ev": -28016.94502,
  "symbols": ["C", "C", "C", "S", "C", "C", "C", "O", "N", "C", "C", "O", "C", "O", "H", "H", "H", "H", "H", "H", "H", "H", "H", "H", "H", "H", "H", "H"],
  "positions_angstrom": [[0.73394, 3.19518, 1.12359], [0.77037, 1.86930, 1.28032], [2.10080, 1.04754, 1.08300], [-0.79131, 1.18751, 1.86062], [-1.24647, -0.36979, 1.16489], [-0.31453, -1.47995, 1.70950], [0.10422, -1.68105, 0.28627], [0.78954, -2.37744, -0.37791], [-0.89400, -0.85727, -0.26460], [-0.37224, 0.25655, -1.08428], [0.44920, -0.02489, -2.06034], [1.06552, 0.70276, -2.93389], [-2.04848, -1.64007, -0.99250], [-1.52673, -2.11077, -2.19605], [1.57614, 3.78018, 0.81271], [-0.09964, 3.86414, 1.28877], [2.83689, 1.71120, 1.37386], [2.21751, 0.88349, 0.00228], [2.27889, 0.16387, 1.54128], [-2.28436, -0.41188, 1.31627], [-0.75629, -2.20967, 2.30343], [0.55574, -1.06867, 2.25724], [-0.69137, 1.24937, -0.76739], [0.84398, -1.03868, -2.33337], [0.81237, 1.65346, -2.97724], [-2.23820, -2.38826, -0.16060], [-2.92517, -1.00658, -1.15151], [-0.94635, -2.89956, -2.10434]],
  "forces_ev_per_angstrom": [[-0.1, -0.1, 0.0], [0.8, -0.9, 0.0], [-2.8, 2.8, -2.8], [-0.5, 1.7, 0.2], [2.1, -0.7, 0.4], [1.6, 2.1, -0.6], [0.3, -3.6, 0.3], [0.8, -0.2, 0.4], [-2.0, 4.6, -1.5], [-0.9, 0.5, 0.8], [1.5, -3.1, -1.2], [0.4, 3.0, -1.3], [1.5, -1.9, 0.8], [-0.7, -0.1, 1.0], [0.8, -0.2, 0.1], [-0.6, -0.6, 0.0], [1.8, 1.3, 0.5], [0.0, 0.0, 0.2], [-0.2, -2.7, 1.8], [-1.4, -0.4, 0.4], [-0.6, -1.8, 0.6], [-0.6, -0.1, 0.0], [0.0, -0.4, -0.2], [-1.0, 0.6, 1.1], [0.1, -0.7, 0.2], [-0.3, 0.2, -1.4], [0.5, 0.2, 0.0], [-0.6, 0.6, 0.3]]
}